Formula: C28H20F12N7O2Re
Source: OMol25
Level of theory: ωB97M-V with the def2-TZVPD basis set

Structure (XYZ):
```
70
Properties=species:S:1:pos:R:3:forces:R:3:mulliken_charge:R:1
Re -0.284911 0.093521 -1.109237 1.6 1.1 -2.1 2.414
C -0.239271 -4.726027 4.313037 -0.1 -0.3 0.2 -1.602
C -0.283964 -3.533764 3.474609 0.0 0.4 0.0 0.075
C -0.624670 -2.268990 4.000446 0.1 0.0 0.1 -1.313
C -0.621356 -1.168438 3.206162 -0.1 0.0 0.2 -0.570
C -0.258803 -1.213811 1.805522 -0.1 0.3 0.0 1.143
N -0.195304 -0.054524 1.127299 0.2 -0.4 -0.2 0.729
C -0.023570 1.106418 1.841371 0.1 0.5 0.4 -0.596
C 0.849421 1.147829 2.965014 0.0 -0.3 -0.2 0.224
C 1.034280 2.295574 3.688017 -0.1 0.4 0.2 -1.282
C 0.351481 3.478926 3.360717 0.1 -0.5 -0.2 0.270
C 0.543524 4.718549 4.122930 -0.2 0.5 0.2 -1.528
C -0.528953 3.449807 2.238340 0.0 0.0 0.2 -0.819
C -0.700963 2.323408 1.487779 0.0 -0.1 -0.4 -0.393
C -1.643939 2.268609 0.294225 -0.5 0.2 0.7 1.360
O -0.915646 1.708336 -0.773124 -0.1 1.0 0.2 -0.742
C -2.161405 3.648713 -0.237040 0.3 -0.1 -0.3 0.530
F -2.934351 4.245588 0.645557 0.0 -0.1 0.0 -0.197
F -2.826587 3.417823 -1.366413 0.0 0.1 0.1 -0.208
F -1.101755 4.409974 -0.507316 -0.2 -0.1 0.0 -0.200
C -2.861478 1.268291 0.553227 0.0 0.3 0.3 0.421
F -2.834067 0.766833 1.778626 0.0 0.1 -0.2 -0.193
F -4.030390 1.778732 0.314005 0.1 -0.2 -0.1 -0.229
F -2.674510 0.175410 -0.310035 -0.1 -0.3 0.0 -0.270
C -0.073407 -2.538860 1.236838 0.0 -0.2 -0.3 -0.243
C -0.055624 -3.622505 2.061605 0.0 0.1 -0.1 -0.526
C 0.083571 -2.799973 -0.258044 -0.1 -0.8 0.5 0.309
O 0.046617 -1.615642 -1.000561 -0.3 -1.2 0.3 -0.294
C 1.479022 -3.426840 -0.613504 0.1 0.5 -0.2 0.756
F 2.395568 -2.507305 -0.225867 -0.1 -0.2 -0.1 -0.223
F 1.698756 -4.556565 0.009349 0.0 -0.1 0.0 -0.195
F 1.572624 -3.586588 -1.923089 0.1 0.0 0.2 -0.202
C -1.160810 -3.612642 -0.791007 -0.1 0.5 -0.2 0.852
F -1.274907 -4.787369 -0.229663 0.1 -0.1 0.1 -0.191
F -1.089308 -3.727035 -2.106139 -0.1 0.0 0.1 -0.192
F -2.240120 -2.850182 -0.488078 0.2 -0.2 -0.1 -0.195
H 0.060475 -4.495535 5.337197 0.1 0.0 0.0 0.445
H 0.353978 -5.532868 3.884260 0.1 0.1 0.0 0.453
H -1.257239 -5.143365 4.424893 -0.1 0.1 -0.1 0.384
H -0.923509 -2.181312 5.038181 0.0 0.0 0.0 0.555
H -0.983332 -0.229285 3.604426 -0.1 -0.1 0.0 0.688
H 1.442480 0.268806 3.193427 0.0 0.0 0.0 0.762
H 1.735029 2.301421 4.513739 0.0 0.0 0.0 0.501
H 1.350085 4.653517 4.847546 0.0 0.0 0.0 0.429
H -0.377780 4.969137 4.670733 0.0 -0.1 0.0 0.374
H 0.687639 5.582642 3.466772 0.1 -0.1 0.0 0.406
H -1.074877 4.357322 2.018901 0.0 0.0 0.0 0.700
H 0.118885 -4.611653 1.662163 0.0 0.0 0.0 0.682
N -2.758477 0.126044 -3.479351 0.0 -0.1 0.2 -0.158
C -1.538537 0.157529 -3.991320 0.2 0.0 -0.3 0.679
N -1.408272 0.128526 -5.289300 -0.3 0.0 -0.3 -0.674
C -0.195077 0.196236 -5.841435 -0.1 0.0 0.5 0.230
N -0.050920 0.123650 -7.131466 0.0 0.0 -0.1 -0.236
N 0.945934 0.354489 -5.072190 0.4 0.0 -0.2 -0.635
C 0.783517 0.370584 -3.810242 0.0 0.0 -0.3 0.123
N -0.423578 0.238590 -3.145611 -0.1 -0.1 1.2 -0.271
C 1.950282 0.551629 -2.927869 0.4 0.1 -0.1 0.932
C 3.238856 0.700489 -3.393998 -0.2 0.0 0.0 -0.474
C 4.267483 0.911968 -2.479342 0.0 0.0 0.1 -0.667
C 3.967506 0.992475 -1.122260 -0.1 0.0 -0.1 -1.067
C 2.661887 0.813267 -0.712359 0.3 0.1 0.3 -0.015
N 1.679345 0.587352 -1.599290 -1.4 -0.3 0.1 0.050
H -3.532320 0.074380 -4.129720 0.0 0.0 0.0 0.325
H -2.971418 0.119267 -2.497970 0.0 0.0 0.0 -0.011
H -0.858378 0.006635 -7.730060 -0.1 0.0 0.0 0.297
H 0.861751 0.194502 -7.558894 0.1 0.0 0.0 0.279
H 3.416112 0.649190 -4.459864 0.0 0.0 0.0 0.623
H 5.289007 1.016958 -2.823634 0.0 0.0 0.0 0.517
H 4.735455 1.186749 -0.386190 0.0 0.0 0.0 0.530
H 2.393244 0.855388 0.334561 -0.1 0.0 0.0 0.565
```
Forces are in eV/Å.

The net charge is +4. As for the frontier orbital gap (spin up / spin down): 5.39 / 5.39 eV. Its highest occupied orbital energy (spin up / spin down) is -20.2564 / -20.2560 eV. The value obtained for the energy is -78587.568 eV.